Molecular formula: C32H44BN11Si2Tl
Method: DFT, wB97M-V/def2-TZVPD

The orbital gap comes out at 8.325 eV. The largest force on an atom is 1.59 eV Å⁻¹. For the HOMO energy, the calculation gives -10.9 eV. As for the net charge: +1. The value obtained for the LUMO energy is -0.0954 Eh.

```
91
Properties=species:S:1:pos:R:3:mulliken_charge:R:1
Tl -0.16 0.02 0.16 2.6450
C 3.27 1.49 -1.21 -1.7272
N 1.84 1.68 -1.45 0.9851
C 1.40 3.05 -1.59 -1.5685
C 0.11 3.36 -0.88 0.0996
N -0.67 2.54 -0.21 0.6132
C -1.71 3.34 0.28 -0.7620
C -2.79 3.03 1.10 -0.3505
C -3.64 4.05 1.46 -0.9486
C -3.45 5.36 1.02 -0.4683
C -2.37 5.70 0.21 -1.2203
C -1.52 4.66 -0.13 1.0078
N -0.34 4.64 -0.85 -0.0492
C 3.57 0.37 -0.27 0.5701
N 2.75 -0.56 0.12 0.5347
C 3.51 -1.38 0.97 -0.0597
C 3.18 -2.53 1.68 0.2176
C 4.17 -3.12 2.45 -1.0551
C 5.46 -2.60 2.53 -0.4660
C 5.81 -1.46 1.83 -1.2824
C 4.81 -0.88 1.06 0.3689
N 4.82 0.25 0.25 -0.0266
H 3.82 1.30 -2.14 0.4184
H 3.68 2.41 -0.78 0.6302
H 1.58 1.17 -2.28 -1.4553
H 2.15 3.74 -1.20 0.6666
H 1.25 3.30 -2.64 0.3914
H -2.93 2.02 1.47 0.5622
H -4.48 3.84 2.11 0.4817
H -4.13 6.14 1.33 0.4123
H -2.20 6.71 -0.12 0.4434
H 0.10 5.42 -1.31 0.2740
H 2.20 -2.96 1.64 0.3878
H 3.93 -4.02 3.01 0.4477
H 6.20 -3.10 3.15 0.3975
H 6.81 -1.04 1.88 0.4229
H 5.61 0.84 0.06 0.2191
C 0.47 -4.24 1.90 -1.3802
C 0.66 -3.26 0.91 -0.9366
N 0.20 -2.09 1.33 0.4234
N -0.29 -2.27 2.56 0.2574
C -0.15 -3.56 2.93 -0.1822
B -0.98 -1.13 3.35 -0.4562
N -0.11 0.14 3.35 -0.1554
C 0.47 0.72 4.42 -0.2295
C 1.07 1.90 4.02 -1.4246
C 0.80 1.98 2.66 -0.3129
N 0.09 0.93 2.27 0.3918
N -2.31 -0.83 2.65 0.2142
C -3.54 -1.10 3.13 -0.3732
C -4.47 -0.73 2.17 -1.4363
C -3.70 -0.24 1.12 -0.6763
N -2.40 -0.31 1.41 0.6652
H 0.75 -5.27 1.85 0.5679
H 1.13 -3.37 -0.05 0.5475
H -0.48 -3.90 3.89 0.5369
H -1.17 -1.48 4.47 -0.1518
H 0.41 0.26 5.39 0.4940
H 1.62 2.59 4.63 0.4521
H 1.07 2.75 1.95 0.4906
H -3.67 -1.52 4.11 0.4711
H -5.54 -0.81 2.23 0.5389
H -4.04 0.15 0.18 0.5353
C -0.08 1.20 -3.77 -0.9121
Si 0.47 -0.56 -3.38 0.4166
C 0.09 -1.65 -4.86 -1.3319
C 2.35 -0.68 -3.10 -1.1427
C -0.42 -1.19 -1.83 0.2562
Si -2.27 -1.65 -1.95 0.0051
C -3.19 -0.02 -2.20 -0.6344
C -2.64 -2.72 -3.46 -1.2436
C -2.74 -2.75 -0.50 -0.4859
H 0.72 1.78 -4.25 0.4926
H -0.41 1.73 -2.87 0.0212
H -0.92 1.19 -4.46 0.4456
H 0.77 -1.40 -5.68 0.4104
H -0.93 -1.50 -5.22 0.3377
H 0.21 -2.71 -4.64 0.3553
H 2.79 -1.39 -3.80 0.5151
H 2.60 -1.03 -2.10 0.0552
H 2.87 0.27 -3.28 0.3528
H 0.12 -2.07 -1.47 -0.1098
H -3.02 0.34 -3.21 0.3947
H -2.85 0.76 -1.51 -0.1388
H -4.27 -0.14 -2.07 0.4747
H -2.75 -2.14 -4.38 0.3422
H -3.59 -3.23 -3.29 0.4008
H -1.88 -3.48 -3.63 0.3807
H -2.25 -2.48 0.43 -0.1692
H -2.46 -3.78 -0.74 0.4400
H -3.82 -2.74 -0.32 0.4425
```